# 1
Molecular formula: C37H40IrN6S
Method: DFT, ωB97M-V/def2-TZVPD

- HOMO level (alpha / beta) (eV) = -11.29 / -13.42
- multiplicity = 6
- frontier orbital gap (alpha / beta) (eV) = 5.12 / 3.94
- ⟨S²⟩ = 8.8241
- strongest force on any atom (eV Å⁻¹) = 8.91
- charge = +2

Atoms and positions in Å:
H (-2.52, -3.21, -3.49)
H (-3.51, -3.46, -1.26)
H (-0.59, -4.12, 2.17)
C (4.44, -2.02, 0.12)
C (-2.78, 1.92, 2.21)
N (1.24, 1.37, 1.39)
C (-3.37, 4.23, 2.08)
C (2.32, 0.75, 1.75)
H (2.62, 0.23, -2.10)
H (-0.18, -4.86, -3.60)
H (-0.99, -2.82, -4.28)
C (-2.50, -1.61, -0.49)
C (-0.14, -3.71, 0.14)
C (-3.41, -2.81, -0.44)
H (0.19, 0.99, -3.88)
H (1.52, -2.71, -1.03)
H (-1.56, 0.28, 3.20)
H (-1.04, -2.63, 1.63)
H (-4.93, -0.19, -0.78)
Ir (0.01, -0.08, 0.11)
H (-1.79, -1.69, -3.07)
C (-2.27, 1.93, 0.84)
C (4.07, -0.90, 0.98)
H (3.42, 2.74, 4.38)
C (0.90, 1.05, -3.11)
H (2.46, 2.11, -0.92)
C (-2.85, -0.26, 0.00)
H (1.00, -6.20, -2.07)
H (-4.62, -0.38, 1.13)
H (0.95, 3.44, 4.09)
S (6.64, 0.04, 3.59)
C (-1.83, 3.27, -1.27)
C (4.96, -0.41, 2.01)
H (-3.04, -3.13, 0.56)
C (1.96, 2.75, -1.52)
H (-1.96, 2.35, -1.88)
H (-3.17, 0.80, 3.94)
C (0.40, 3.43, -3.46)
N (5.13, 0.87, 4.05)
C (-2.61, 0.62, 3.02)
N (-1.24, -1.55, -0.64)
H (5.56, -2.15, 0.04)
H (-2.99, -0.28, 2.64)
H (0.81, -3.08, 2.05)
H (-2.87, 5.30, 0.27)
N (6.41, -0.59, 2.14)
C (-0.78, -3.35, -2.26)
H (-0.54, 3.13, -3.94)
C (-4.32, 0.05, 0.18)
H (2.31, -0.56, -3.62)
C (-2.27, 3.23, 0.19)
C (2.70, -0.43, 0.91)
C (-3.36, 3.05, 2.74)
H (-0.81, 3.65, -1.26)
C (2.29, -2.05, -0.63)
C (0.61, -5.29, -1.63)
N (-1.98, 0.70, 0.19)
H (1.17, 3.85, -4.17)
C (4.44, 0.54, 3.01)
H (2.62, 3.56, -1.78)
C (-0.76, -2.89, -0.95)
H (1.34, -1.11, -2.37)
C (2.71, 2.28, 3.60)
H (-4.05, 5.07, 2.24)
C (3.15, 1.15, 2.87)
H (3.97, -3.20, -1.46)
H (1.28, 3.26, -0.80)
C (0.69, 2.41, 2.22)
C (0.97, 2.35, -2.59)
C (-0.21, -3.31, 1.55)
C (1.87, -0.22, -2.72)
H (1.14, -5.47, 0.49)
C (0.68, -4.88, -0.28)
C (1.30, 2.82, 3.29)
H (0.03, 4.22, -2.85)
N (1.91, -0.92, 0.14)
H (-4.42, -2.48, -0.27)
C (3.52, -2.70, -0.63)
H (-2.50, 4.02, -1.75)
C (-0.13, -4.56, -2.57)
H (-0.29, 2.58, 2.05)
C (-1.55, -2.70, -3.39)
H (-4.29, 1.11, 0.52)
C (-2.75, 4.37, 0.85)
H (-3.94, 3.12, 3.61)


# 2
Molecular formula: C37H40N5O6PtSSi2
Method: DFT, ωB97M-V/def2-TZVPD

- HOMO level (alpha / beta) (eV) = -4.28 / -5.10
- multiplicity = 5
- frontier orbital gap (alpha / beta) (eV) = 6.43 / 5.90
- ⟨S²⟩ = 6.0441
- strongest force on any atom (eV Å⁻¹) = 3.28
- charge = -1

Atoms and positions in Å:
H (-4.84, 2.49, -0.27)
N (-0.36, -0.84, -0.39)
C (-1.94, -2.46, 0.61)
H (2.00, -5.92, -2.73)
C (-4.14, -3.29, 2.03)
O (0.62, -3.67, 4.21)
H (-2.82, 6.39, 1.38)
O (2.32, -0.82, 1.29)
H (-0.67, 6.76, 2.70)
H (4.84, 2.25, 1.02)
C (1.86, 0.05, -3.02)
H (-2.73, -4.49, 3.16)
O (2.77, -4.42, -4.95)
C (0.46, -0.97, 2.69)
H (-3.17, 4.12, 0.17)
C (2.14, -4.34, -1.26)
C (0.09, 4.85, 2.11)
H (-2.02, -0.36, -1.85)
C (3.20, -3.24, -5.49)
C (3.75, 2.03, 1.09)
C (-0.44, -1.53, 3.63)
C (-4.29, 1.57, -0.58)
H (-3.75, 3.34, -3.03)
H (2.38, 2.31, 4.15)
C (-2.30, 4.38, 0.79)
C (1.48, -5.09, -2.29)
C (-1.59, -0.75, 3.62)
H (-2.59, 0.56, -3.23)
H (-1.61, -3.78, -1.99)
H (-4.19, 1.08, 0.42)
H (4.17, -2.49, -2.99)
C (2.63, 3.26, 3.69)
H (-1.95, 3.76, -3.07)
C (-0.73, -2.02, -0.18)
H (-3.29, -1.24, -0.62)
Si (2.57, 3.28, 1.76)
H (3.67, 1.04, 1.63)
C (0.10, -3.11, -0.83)
C (1.90, -1.12, -5.15)
C (1.48, -3.25, -0.65)
C (1.83, -1.36, 2.28)
Si (-2.53, 2.03, -1.29)
H (1.56, -1.28, -6.13)
H (-0.81, 0.69, -2.61)
H (-0.48, -5.39, -3.23)
C (-2.07, 5.58, 1.43)
H (-2.53, -1.00, 4.08)
C (2.91, -1.99, -4.67)
C (-3.18, -1.94, 0.28)
C (-0.88, 5.80, 2.15)
C (-1.89, 0.64, -2.34)
C (-1.79, -3.39, 1.63)
N (0.94, 2.87, 1.09)
N (-1.33, 0.24, 2.77)
N (-0.12, 0.14, 2.25)
H (-5.30, -1.91, 0.82)
H (3.17, -4.58, -1.04)
H (-0.80, -3.79, 1.90)
C (-1.24, 3.45, 0.61)
H (-1.88, 0.98, 2.46)
O (2.40, -2.22, 3.04)
H (3.23, 4.96, 0.06)
H (-5.00, 0.97, -1.12)
C (-0.43, -2.83, 4.43)
C (3.07, 4.95, 1.15)
C (-4.30, -2.30, 1.04)
O (-1.36, -3.13, 5.13)
O (3.65, -3.21, -6.61)
C (-0.03, 3.71, 1.28)
H (1.02, 4.99, 2.62)
H (2.09, 4.04, 4.13)
H (-2.99, 4.52, -1.91)
H (2.30, 5.61, 1.44)
C (1.40, -0.11, -4.36)
N (-1.35, 2.34, -0.09)
H (4.01, 5.29, 1.62)
H (2.45, -4.25, -4.07)
C (-2.86, -3.76, 2.40)
S (1.45, 1.61, -2.25)
C (-2.82, 3.56, -2.45)
H (1.38, -3.12, 3.88)
H (0.69, 0.64, -4.66)
C (0.08, -4.89, -2.48)
H (-5.00, -3.77, 2.62)
C (2.75, -0.84, -2.49)
C (-0.56, -3.89, -1.77)
H (3.70, 3.35, 3.92)
H (3.45, 1.83, 0.03)
C (3.34, -1.85, -3.31)
H (2.02, -2.59, 0.11)
H (3.27, -0.73, -1.53)
Pt (0.36, 1.04, 0.14)


# 3
Molecular formula: C37H40N6O7
Method: DFT, ωB97M-V/def2-TZVPD

- HOMO level (eV) = -8.21
- frontier orbital gap (eV) = 8.20
- strongest force on any atom (eV Å⁻¹) = 2.01
- charge = 0

Atoms and positions in Å:
C (4.63, -2.22, -3.68)
H (-5.15, 0.93, 1.61)
O (2.72, 1.32, -4.02)
O (4.79, 0.97, -4.49)
C (3.70, -2.02, -2.49)
H (-4.32, 5.58, 0.21)
C (-7.65, -2.59, 3.47)
C (4.22, 1.60, -2.40)
C (-1.00, -0.30, 2.09)
C (5.42, 1.96, -0.67)
H (-6.77, -1.35, 1.41)
H (0.51, 0.87, 3.20)
H (-1.03, 1.74, -3.15)
C (-4.36, -3.56, 2.29)
C (-2.69, -1.91, -0.69)
C (-1.76, -0.77, -0.22)
H (-6.41, 2.77, 2.64)
H (0.64, 1.17, -2.98)
C (0.19, 0.70, 2.17)
H (4.26, 3.00, 1.58)
H (-3.14, -0.25, 2.32)
C (0.69, -1.01, 0.56)
H (2.90, -1.30, -2.67)
H (1.66, -2.36, -0.88)
C (2.88, -0.84, 0.15)
C (-2.36, 0.34, 1.84)
C (1.21, 0.01, 1.33)
H (-5.14, -0.87, -0.33)
C (-0.18, 1.69, -2.47)
O (-0.57, 1.01, -1.28)
C (-4.95, 1.95, 1.31)
C (6.57, 2.09, 0.24)
C (-3.69, -2.29, 0.36)
C (5.98, -1.76, -1.78)
H (-0.08, 1.66, 1.73)
H (7.47, 2.18, -0.35)
H (4.39, 0.53, 1.89)
C (4.29, -1.04, -0.23)
C (3.34, 1.87, -1.38)
H (-8.26, -2.76, 2.58)
H (5.89, -3.70, -2.73)
C (1.73, -1.54, -0.19)
C (-3.25, 1.13, -0.37)
C (3.58, 2.34, 1.03)
N (3.90, 1.28, -3.73)
H (6.46, 2.95, 0.90)
H (-0.96, -2.27, 1.12)
H (-4.17, -4.33, 3.02)
H (6.80, -2.50, -3.66)
N (2.53, 0.11, 1.11)
H (2.99, 1.23, 2.78)
C (3.41, 1.02, 1.79)
H (-7.55, -1.51, 3.63)
C (-5.84, -1.89, 1.40)
O (-6.40, -3.22, 3.38)
C (-5.67, 2.98, 1.89)
H (-1.02, -0.89, 3.01)
H (3.24, -2.98, -2.22)
H (4.24, -2.95, -4.38)
C (-5.57, -2.87, 2.36)
N (-2.51, 0.31, 0.40)
H (-5.99, 5.10, 1.96)
C (5.94, -2.65, -3.02)
N (4.10, 2.11, -0.29)
C (-4.91, -1.62, 0.42)
H (4.78, -1.28, -4.22)
N (5.50, 1.67, -1.94)
C (-1.04, -0.23, -1.47)
H (6.63, 1.19, 0.85)
H (-3.20, -1.56, -1.59)
H (-3.06, 3.73, -0.84)
C (-3.44, -3.28, 1.30)
C (-0.76, -1.23, 0.87)
N (4.58, -1.58, -1.42)
C (-4.49, 4.57, 0.52)
H (6.52, -2.19, -0.94)
H (-8.15, -3.03, 4.33)
O (-0.88, -0.86, -2.47)
H (2.27, 1.90, -1.37)
C (-4.00, 2.22, 0.34)
H (-2.53, -3.85, 1.25)
H (-2.42, 1.37, 2.21)
H (6.42, -0.78, -2.01)
C (-5.43, 4.29, 1.50)
H (2.61, 2.84, 0.92)
O (-3.29, 1.02, -1.58)
O (5.21, -0.72, 0.54)
C (-3.79, 3.53, -0.07)
H (-2.06, -2.76, -0.97)
H (0.12, 2.69, -2.18)


# 4
Molecular formula: C37H41ClF3N3OPPd
Method: DFT, ωB97M-V/def2-TZVPD

- HOMO level (alpha / beta) (eV) = -3.93 / -4.29
- multiplicity = 3
- frontier orbital gap (alpha / beta) (eV) = 5.79 / 6.13
- ⟨S²⟩ = 2.0083
- strongest force on any atom (eV Å⁻¹) = 0.51
- charge = -1

Atoms and positions in Å:
H (1.36, 5.25, -3.60)
C (-2.16, -3.38, -4.09)
C (4.45, -1.03, -2.21)
C (-0.04, 2.18, -3.26)
C (0.02, 3.27, -1.21)
H (-2.34, -1.29, 4.49)
H (-4.07, 1.62, 1.81)
C (-4.09, 1.16, 2.80)
C (2.17, -1.04, -1.29)
H (1.14, -1.03, 4.55)
H (-2.75, 0.30, 5.12)
H (-2.75, -1.92, 2.15)
C (-1.29, -1.17, -3.80)
H (4.19, -0.14, -2.77)
H (3.07, -3.19, -0.01)
H (-2.55, 2.48, 4.91)
F (7.81, -3.91, -0.57)
C (0.56, 3.27, -3.91)
Pd (-0.86, 0.27, -1.05)
C (-3.00, -0.44, 4.36)
H (-3.06, 3.67, 2.88)
H (-2.11, 3.40, 1.42)
C (-2.05, 3.64, 2.48)
H (-1.02, -2.09, 2.93)
C (0.36, -0.27, 4.39)
C (0.08, -0.19, 2.89)
N (-1.37, 1.12, 0.79)
H (1.17, 0.64, 1.18)
C (-0.17, 0.98, -5.34)
C (1.05, -0.55, -1.20)
H (-4.38, -1.26, 2.10)
C (-1.17, 2.61, 3.22)
C (0.81, 3.19, -5.30)
C (-1.50, 2.66, 4.71)
Cl (-3.06, -5.82, -4.83)
C (0.62, 4.41, -1.79)
H (1.28, 4.03, -5.80)
H (5.32, -4.18, -0.17)
N (-0.29, 2.21, -1.92)
N (-1.02, -0.03, -3.25)
H (-3.45, -5.68, -2.00)
C (1.37, 0.27, 2.19)
H (2.04, -0.58, 2.09)
H (-1.62, 4.63, 2.61)
H (-1.07, -1.32, -4.86)
H (0.86, 5.26, -1.17)
H (1.90, 1.04, 2.75)
C (-3.32, -1.01, 1.96)
H (-4.02, -0.79, 4.58)
C (7.38, -3.36, -1.72)
C (3.47, -1.60, -1.38)
H (-3.15, -0.72, 0.93)
H (6.45, -1.12, -2.95)
C (-1.87, -2.33, -3.18)
C (0.89, 4.40, -3.12)
H (-4.05, 1.94, 3.55)
H (-0.48, -1.60, 1.31)
H (-0.22, 3.18, -0.16)
H (-0.44, 0.13, -5.94)
H (-1.27, 3.66, 5.09)
C (-3.01, -4.75, -2.32)
C (-0.22, -1.60, 2.37)
H (0.68, -2.20, 2.50)
H (0.75, 0.66, 4.79)
F (7.39, -4.35, -2.64)
C (6.03, -2.72, -1.58)
F (8.33, -2.48, -2.11)
C (-2.97, 0.12, 2.94)
C (5.07, -3.30, -0.75)
H (0.63, 2.01, -7.06)
O (-1.94, -1.66, -0.86)
C (0.28, 3.07, 3.05)
C (-2.73, -3.76, -1.42)
H (0.34, 4.14, 3.27)
C (-2.71, -4.55, -3.68)
C (3.81, -2.75, -0.65)
C (5.71, -1.58, -2.31)
H (-0.51, -0.57, 4.98)
H (-0.91, 1.95, 5.30)
H (0.96, 2.56, 3.74)
C (-0.41, 1.00, -3.99)
H (-1.93, -3.24, -5.14)
C (-2.15, -2.49, -1.78)
H (-5.05, 0.64, 2.92)
H (-2.95, -3.90, -0.36)
H (0.65, 2.91, 2.04)
P (-1.35, 0.92, 2.32)
C (0.45, 2.08, -5.99)


# 5
Molecular formula: C37H41Cr2N7O2
Method: DFT, ωB97M-V/def2-TZVPD

- HOMO level (alpha / beta) (eV) = -13.16 / -13.16
- multiplicity = 9
- frontier orbital gap (alpha / beta) (eV) = 5.27 / 5.91
- ⟨S²⟩ = 20.0338
- strongest force on any atom (eV Å⁻¹) = 3.63
- charge = +2

Atoms and positions in Å:
C (21.98, -1.55, -0.08)
H (17.16, -3.92, -3.34)
H (22.80, -2.26, -0.13)
H (19.72, 4.66, 5.13)
C (19.61, -2.65, 3.59)
C (15.03, -4.48, 4.47)
C (18.51, 0.08, 5.94)
H (10.98, -1.33, 1.25)
H (12.58, -3.20, -2.21)
C (19.84, 3.75, 4.56)
C (14.19, -3.44, 2.62)
C (11.64, -2.31, -0.46)
C (17.10, -3.80, -1.14)
H (10.44, -0.81, 3.59)
N (14.61, -3.32, 3.89)
H (19.44, -1.68, 3.16)
H (18.65, -1.56, 0.05)
H (22.00, -4.80, 4.67)
N (16.39, -1.11, 5.70)
H (16.38, -3.00, -1.10)
H (21.58, 2.97, 5.56)
H (18.64, -2.81, 7.62)
H (13.76, -2.52, 2.22)
H (14.48, 0.17, -0.53)
Cr (13.21, 0.82, 2.28)
H (18.26, 2.05, 2.09)
H (15.31, -4.36, 5.51)
N (20.01, -5.28, 4.43)
H (17.11, 0.07, 2.16)
H (14.90, -6.62, 1.84)
N (20.92, 1.66, 4.12)
C (14.76, -5.75, 2.46)
C (13.64, -0.51, -0.48)
C (16.26, -0.59, 1.95)
C (20.85, -3.10, 3.97)
H (14.48, -1.61, -2.13)
C (11.26, -1.43, 3.96)
C (19.01, -0.90, 6.76)
C (14.26, -4.59, 1.88)
H (15.53, -6.52, 4.35)
C (18.68, -5.96, -1.38)
C (21.24, 0.63, -0.08)
C (17.24, -0.08, 5.39)
H (20.45, -3.07, -0.14)
C (18.89, 3.46, 3.60)
H (11.02, -1.68, 5.00)
N (18.36, -5.31, -2.52)
H (17.27, -4.01, 1.00)
H (21.69, -2.41, 4.05)
C (18.82, -4.91, 3.98)
O (12.52, -0.83, 3.74)
H (16.08, -0.60, 0.87)
H (18.10, 4.19, 3.42)
H (19.32, -6.82, -1.54)
C (18.58, -3.60, 3.59)
H (16.74, 0.75, 4.90)
H (10.83, -3.02, -0.38)
C (18.20, -1.98, 7.10)
N (12.78, -0.46, 0.54)
C (15.10, -5.70, 3.80)
H (16.72, -1.57, 2.15)
C (11.74, -1.32, 0.48)
C (18.35, -5.53, -0.12)
H (18.63, -6.12, 0.74)
C (12.63, -2.45, -1.43)
H (16.29, -2.88, 6.64)
C (20.05, 1.44, 3.11)
H (20.02, -0.83, 7.15)
H (18.01, -5.63, 3.92)
C (19.91, 0.26, -0.07)
H (17.56, -3.32, 3.34)
H (21.58, 1.65, -0.16)
N (22.25, -0.26, 0.00)
Cr (14.48, -0.98, 4.70)
C (21.01, -4.40, 4.44)
H (11.27, -2.38, 3.41)
C (17.52, -4.40, 0.03)
C (20.65, -2.01, -0.11)
H (19.11, 0.94, 5.69)
O (15.15, -0.36, 2.76)
H (19.15, 1.04, -0.01)
H (13.99, -4.64, 0.83)
C (13.65, -1.52, -1.44)
C (19.63, -1.09, -0.06)
C (16.97, -2.06, 6.50)
C (18.99, 2.28, 2.86)
C (17.49, -4.31, -2.38)
H (20.24, 0.52, 2.57)
C (20.81, 2.78, 4.81)